12 unconnected molecules or ions with the total composition C66H168N12O21 at a distorted geometry. Source: the Open Molecules 2025 dataset; level of theory: ωB97M-V with the def2-TZVPD basis set.

```
267
Properties=species:S:1:pos:R:3:mulliken_charge:R:1
C 0.005 -7.149 1.090 -0.625
O -1.304 -7.662 1.053 -0.110
C -1.363 -9.095 1.089 -1.034
C -0.745 -9.699 -0.147 0.961
C -1.270 -9.287 -1.481 -1.256
N -1.030 -11.157 -0.001 -0.726
H 0.615 -7.549 1.874 0.390
H -0.097 -6.040 1.090 -0.057
H 0.462 -7.312 0.097 0.267
H -0.795 -9.497 1.944 0.450
H -2.416 -9.378 1.310 0.261
H 0.314 -9.488 -0.180 0.201
H -1.253 -8.213 -1.630 -0.017
H -2.353 -9.546 -1.652 0.336
H -0.753 -9.841 -2.214 0.489
H -0.586 -11.471 0.861 0.227
H -0.689 -11.713 -0.777 0.240
C 1.576 0.769 0.721 0.287
O 0.189 0.674 0.389 1.612
C -0.682 1.250 1.301 0.681
C -1.882 1.775 0.663 0.264
C -2.536 0.733 -0.206 0.300
N -1.644 3.084 -0.055 0.323
H 1.953 1.790 0.706 -0.035
H 2.136 0.301 -0.100 -0.757
H 1.705 0.259 1.676 0.232
H -0.919 0.590 2.166 -0.650
H -0.168 2.089 1.789 -0.236
H -2.515 2.117 1.495 -0.246
H -2.936 0.000 0.443 0.142
H -1.844 0.261 -0.902 -0.520
H -3.310 1.136 -0.780 -0.552
H -1.271 2.814 -0.954 0.243
H -0.842 3.599 0.431 -0.728
C 0.773 1.522 -2.249 0.649
O 0.986 1.769 -3.610 -0.579
C 2.287 1.409 -4.077 -1.072
C 2.346 -0.073 -4.461 2.550
C 3.695 -0.509 -5.013 -1.793
N 1.270 -0.296 -5.505 -0.773
H 0.683 0.404 -1.999 -0.217
H -0.203 1.838 -2.042 -0.555
H 1.385 2.071 -1.550 -0.095
H 2.438 2.053 -4.982 0.354
H 2.996 1.621 -3.309 0.151
H 2.122 -0.585 -3.509 -0.657
H 3.862 -1.604 -4.978 0.284
H 4.505 -0.061 -4.426 0.319
H 3.847 -0.164 -6.019 0.523
H 0.382 -0.025 -5.034 0.329
H 1.212 -1.325 -5.606 -0.116
C -9.654 4.171 4.001 -0.694
O -8.320 3.786 4.117 -0.218
C -7.549 4.836 4.602 -0.887
C -6.053 4.675 4.331 -0.499
N -5.704 4.921 2.958 -0.287
C -4.317 4.664 2.522 -0.820
C -4.441 4.517 1.010 -0.443
O -5.019 3.280 0.720 0.132
C -5.309 3.070 -0.594 -0.304
H -10.187 3.414 3.409 0.165
H -9.758 5.187 3.571 0.347
H -10.102 4.155 5.035 0.291
H -7.743 4.953 5.644 0.560
H -7.889 5.785 4.170 0.383
H -5.789 3.643 4.709 0.285
H -5.624 5.475 4.950 0.333
H -6.279 4.367 2.353 0.200
H -3.895 3.817 3.020 0.405
H -3.712 5.545 2.726 0.255
H -3.494 4.634 0.460 0.092
H -5.126 5.328 0.621 0.455
H -5.604 2.028 -0.680 -0.276
H -4.392 3.270 -1.174 0.316
H -6.173 3.680 -0.980 0.305
C 1.140 1.837 4.546 -0.911
O 1.974 2.346 3.472 0.533
C 2.330 3.728 3.691 -0.213
C 3.447 3.792 4.698 -1.300
N 4.500 2.930 4.282 0.388
C 5.702 3.090 5.165 -0.773
C 6.683 1.985 4.867 -0.465
O 6.116 0.747 5.290 -0.198
C 7.019 -0.317 5.222 -0.872
H 0.909 0.805 4.269 -0.167
H 0.205 2.391 4.574 0.249
H 1.543 1.903 5.541 0.462
H 1.375 4.245 3.995 0.345
H 2.735 4.014 2.739 -0.185
H 3.118 3.628 5.718 0.508
H 3.767 4.818 4.608 0.521
H 4.180 1.959 4.176 -0.260
H 5.317 2.990 6.143 0.369
H 6.073 4.132 5.057 0.348
H 7.586 2.159 5.464 0.552
H 6.981 1.928 3.789 0.138
H 6.674 -1.172 5.754 0.313
H 7.998 -0.091 5.625 0.451
H 7.299 -0.640 4.143 0.196
C -5.439 -1.184 2.393 -0.418
O -5.398 -2.332 1.616 -0.099
C -4.817 -3.386 2.337 -0.066
C -4.732 -4.624 1.571 -1.049
N -3.892 -4.597 0.429 0.555
C -3.876 -5.813 -0.294 -1.048
C -3.177 -5.607 -1.677 -0.215
O -3.847 -4.579 -2.378 -0.166
C -3.449 -4.455 -3.732 -1.012
H -4.433 -0.830 2.441 0.049
H -5.829 -1.221 3.406 0.407
H -6.165 -0.473 1.954 -0.015
H -5.337 -3.552 3.243 0.646
H -3.800 -3.123 2.684 -0.321
H -5.735 -4.948 1.365 0.461
H -4.374 -5.379 2.318 0.452
H -4.336 -3.914 -0.184 -0.398
H -4.885 -6.162 -0.497 0.369
H -3.268 -6.593 0.182 0.419
H -3.312 -6.568 -2.205 0.671
H -2.094 -5.502 -1.562 -0.067
H -2.405 -4.191 -3.796 0.450
H -4.140 -3.780 -4.217 0.137
H -3.610 -5.464 -4.217 0.408
C -3.056 0.671 -3.833 -0.110
O -4.288 -0.082 -4.020 -0.567
C -4.628 -0.696 -2.779 2.748
C -5.994 -1.406 -2.745 -1.022
N -7.010 -0.472 -2.254 -0.131
C -8.260 -1.079 -1.896 -0.467
C -9.115 -0.016 -1.236 -0.767
O -8.435 0.375 -0.027 -0.163
C -9.123 1.385 0.746 -0.852
H -2.290 -0.026 -3.475 -0.065
H -3.186 1.486 -3.087 0.096
H -2.732 1.032 -4.824 0.359
H -4.591 0.061 -1.958 -1.437
H -3.906 -1.488 -2.541 -0.574
H -6.050 -2.293 -2.126 0.304
H -6.232 -1.756 -3.748 0.397
H -6.585 0.036 -1.454 0.019
H -8.214 -1.964 -1.168 0.208
H -8.766 -1.454 -2.828 0.361
H -10.070 -0.425 -1.020 0.449
H -9.175 0.864 -1.856 0.420
H -9.384 2.251 0.120 0.367
H -8.437 1.742 1.514 0.156
H -10.062 1.000 1.207 0.367
C 4.718 7.162 -0.210 -0.988
O 4.021 6.031 -0.627 -0.093
C 4.678 5.123 -1.478 0.181
C 5.980 4.434 -0.943 -0.851
N 5.834 3.499 0.183 -0.196
C 5.362 2.158 -0.238 0.101
C 5.768 1.187 0.863 -0.129
O 5.452 -0.142 0.521 0.164
C 5.585 -0.990 1.690 -0.568
H 4.107 8.049 -0.125 0.235
H 5.461 7.407 -0.963 0.387
H 5.239 7.022 0.748 0.313
H 4.919 5.564 -2.456 0.373
H 3.974 4.323 -1.644 -0.403
H 6.725 5.182 -0.676 0.365
H 6.469 3.831 -1.687 0.532
H 5.289 3.855 0.986 0.185
H 5.861 1.920 -1.155 0.683
H 4.247 2.068 -0.292 -0.347
H 5.369 1.488 1.823 -0.709
H 6.846 1.264 1.094 0.309
H 5.189 -1.938 1.406 0.284
H 5.023 -0.514 2.498 -0.062
H 6.632 -1.094 1.929 0.322
C 0.561 9.918 2.978 -0.750
O 0.186 9.186 1.813 -0.255
C -1.239 9.018 1.826 -0.782
C -1.607 8.204 0.636 -0.755
N -1.719 6.735 0.991 -0.053
C -0.547 6.126 1.645 -0.981
C 0.622 6.051 0.686 0.177
O 0.187 5.485 -0.522 -0.423
C 1.031 5.089 -1.577 -0.349
H 0.389 9.313 3.900 0.287
H -0.107 10.749 3.005 0.324
H 1.596 10.327 2.958 0.233
H -1.713 9.995 1.963 0.569
H -1.519 8.511 2.740 0.464
H -0.866 8.431 -0.157 0.281
H -2.603 8.445 0.291 0.504
H -1.881 6.245 0.093 0.155
H -0.940 5.182 2.095 0.291
H -0.145 6.732 2.464 0.525
H 1.421 5.431 1.060 -0.051
H 1.019 7.069 0.412 0.265
H 1.800 4.351 -1.208 -0.404
H 1.601 5.876 -2.077 0.379
H 0.448 4.585 -2.283 0.533
C 10.442 -1.279 -4.157 -0.748
O 9.500 -2.199 -3.645 -0.331
C 8.240 -2.169 -4.361 -0.423
C 7.193 -3.207 -3.814 -0.921
N 6.840 -3.065 -2.435 -0.091
C 6.153 -1.846 -2.128 -0.388
C 4.629 -2.022 -1.804 0.442
O 4.459 -2.915 -0.726 -0.582
C 3.110 -3.186 -0.427 0.166
H 10.079 -0.248 -4.148 0.303
H 10.743 -1.612 -5.126 0.316
H 11.218 -1.368 -3.380 0.228
H 8.460 -2.262 -5.417 0.515
H 7.726 -1.209 -4.224 0.305
H 7.661 -4.175 -4.010 0.426
H 6.308 -3.241 -4.485 0.245
H 7.606 -3.279 -1.813 0.355
H 6.135 -1.131 -3.003 -0.457
H 6.606 -1.379 -1.263 0.420
H 4.064 -2.433 -2.697 0.360
H 4.115 -1.059 -1.623 -0.297
H 2.608 -2.237 -0.178 -0.262
H 2.991 -3.967 0.360 0.134
H 2.694 -3.609 -1.420 0.272
C -1.303 -2.424 -1.003 1.940
O -0.543 -3.326 -1.902 -0.340
C -0.564 -2.726 -3.139 1.279
C 0.119 -3.672 -4.073 -1.125
N 0.085 -3.311 -5.503 0.153
C 0.813 -4.321 -6.244 -0.567
C 0.920 -3.963 -7.665 -0.598
O -0.407 -3.943 -8.244 -0.285
C -0.472 -3.545 -9.609 -0.738
H -1.153 -2.710 0.006 -0.484
H -2.371 -2.516 -1.220 -0.415
H -1.016 -1.397 -1.274 -0.709
H -0.025 -1.776 -3.086 -0.887
H -1.587 -2.390 -3.530 -0.130
H -0.337 -4.713 -3.867 0.251
H 1.184 -3.829 -3.713 0.255
H -0.822 -3.116 -5.899 0.229
H 0.386 -5.323 -6.012 0.401
H 1.849 -4.355 -5.819 0.297
H 1.589 -4.669 -8.280 0.361
H 1.431 -3.005 -7.712 0.304
H 0.082 -2.597 -9.697 0.330
H -1.544 -3.399 -9.752 0.215
H -0.069 -4.352 -10.271 0.254
C 3.727 -1.775 5.056 -0.111
O 2.907 -2.912 5.064 -0.468
C 2.906 -3.658 3.819 -0.731
C 1.875 -3.155 2.867 0.808
N 0.573 -2.913 3.445 -0.365
C -0.255 -2.183 2.591 2.181
C -1.518 -1.741 3.401 -0.999
O -1.011 -0.864 4.408 0.032
C -1.758 -0.544 5.570 -1.032
H 4.786 -2.084 4.721 0.114
H 3.745 -1.258 6.011 0.370
H 3.447 -1.025 4.274 -0.121
H 2.689 -4.742 4.107 0.228
H 3.915 -3.560 3.409 0.299
H 1.784 -3.925 2.093 -0.209
H 2.250 -2.246 2.350 -0.437
H 0.736 -2.456 4.330 0.491
H -0.497 -2.873 1.732 -0.851
H 0.192 -1.277 2.084 -1.009
H -2.033 -2.671 3.734 0.765
H -2.154 -1.249 2.712 -0.073
H -2.236 -1.481 5.912 0.366
H -2.467 0.277 5.401 0.286
H -1.087 -0.223 6.395 0.187
```

Output
LUMO energy = 0.474 eV
net charge = 0
2S+1 = 1
E_tot = -4851.941716 hartree
highest occupied orbital energy = -8.325 eV